18
Properties=species:S:1:pos:R:3:forces:R:3 method="wB97M-V/def2-TZVPD" lumo_ev=0.96 gap_ev=9.118 e_above_lowest_kcal_mol=121.9 e_tot_ha=-343.9424
C -0.3448 -1.0323 1.4032 0.62 3.07 -0.31
C -0.7703 -0.4667 -0.0403 -1.49 1.17 1.38
C 0.1628 -1.1651 -0.9334 -2.63 2.63 -2.36
C 0.6594 1.5086 0.3270 -1.32 -1.68 -1.56
C -0.5564 1.0207 -0.4417 -2.08 -0.84 0.98
C -2.0185 0.4917 -0.1955 2.74 -1.24 0.30
H 0.7784 -1.1499 1.2833 -1.84 -0.56 0.91
H -0.4581 -0.3240 2.3055 -0.34 -1.12 -1.45
H -0.9119 -1.9273 1.4751 -0.21 -0.90 0.66
H 0.1444 -2.2144 -0.8406 0.88 -1.36 0.54
H -0.2469 -0.9592 -2.0058 1.52 -0.26 1.26
H 2.0839 -1.0808 -0.4529 3.11 -1.55 0.18
H 0.7329 2.2641 1.0558 0.24 1.10 0.33
H -0.5499 0.9854 -1.5473 0.96 0.69 0.74
H -2.7495 0.4871 -0.9921 0.37 -0.03 -0.35
H -2.4691 0.4761 0.7556 -0.51 0.67 1.11
N 1.3607 -0.4728 -0.4519 0.36 -0.45 -3.12
N 1.6183 0.6588 0.2014 -0.40 0.67 0.76